DFT (ωB97M-V/def2-TZVPD) results for C30H38ErN4O2 as an isolated structure at a distorted geometry.

The LUMO energy (spin up / spin down) is 0.0755 / 0.0755 Eh. For the strongest force on any atom, the calculation gives 3.22 eV Å⁻¹. As for the highest occupied orbital energy (spin up / spin down): -1.61 / -1.62 eV. Its HOMO-LUMO gap (spin up / spin down) is 3.7 / 3.7 eV. As for the expectation value of S²: 3.75. The spin multiplicity is 4. The molar mass is 653.920 u. The total charge is -1.

Last column: Löwdin charge in e.
Positions of all 75 atoms, in Å:
Er (-1.02028, -0.25251, -0.07418)  1.2386
N (-2.48182, 2.93888, -1.97450)  -0.0007
N (-0.69334, -2.18938, -2.13232)  -0.0040
C (-0.56556, -0.72402, 2.48667)  -0.3063
C (-1.05603, -1.91025, 1.85646)  -0.3210
C (-2.40501, -1.65404, 1.42489)  -0.3393
C (-3.29482, -2.57047, 0.66318)  -0.0586
H (-2.81549, -3.55020, 0.53069)  0.0739
H (-3.55942, -2.18309, -0.33936)  0.0782
H (-4.24204, -2.72060, 1.20508)  0.0760
C (-2.75717, -0.33803, 1.86459)  -0.3052
C (-4.07147, 0.34078, 1.72294)  -0.0734
H (-4.58054, 0.46120, 2.69141)  0.0747
H (-4.74693, -0.20883, 1.05931)  0.0737
H (-3.95916, 1.35208, 1.30621)  0.0578
C (-1.62578, 0.22439, 2.52611)  -0.3009
C (-1.64251, 1.47747, 3.31130)  -0.0529
H (-2.20847, 2.27500, 2.81258)  0.0614
H (-0.63145, 1.85359, 3.50090)  0.0692
H (-2.10883, 1.32043, 4.29779)  0.0848
C (-0.38999, -3.23928, 1.87335)  -0.0489
H (-0.95934, -3.93659, 2.51205)  0.0839
H (0.62452, -3.18957, 2.29366)  0.0673
H (-0.31936, -3.68585, 0.87138)  0.0705
C (0.77776, -0.52994, 3.08755)  -0.0484
H (1.14835, 0.48695, 2.88958)  0.0755
H (1.50268, -1.23806, 2.66698)  0.0654
H (0.77970, -0.66546, 4.18025)  0.0805
C (-2.13947, 3.84257, -2.89629)  -0.2052
H (-2.41404, 4.88588, -2.69328)  0.0813
C (-1.45047, 3.52350, -4.08565)  -0.1293
H (-1.18181, 4.31938, -4.78088)  0.0699
C (-1.13200, 2.17488, -4.34010)  -0.1086
H (-0.53328, 1.89239, -5.21429)  0.0936
C (-1.59820, 1.20606, -3.46087)  -0.0502
H (-1.42472, 0.13279, -3.60567)  0.0910
C (-2.29009, 1.59591, -2.25180)  -0.4522
C (-2.68554, 0.68789, -1.25650)  -0.2463
H (-3.77353, 0.66547, -1.04962)  -0.0169
C (0.27872, -1.45200, -1.61279)  -0.3313
C (-0.11065, -3.30165, -2.74350)  -0.1611
H (-0.65476, -3.95038, -3.41103)  0.0783
C (1.21701, -3.33971, -2.41749)  -0.1083
H (1.98604, -4.08034, -2.60414)  0.1007
N (1.48466, -2.14641, -1.72974)  -0.0578
C (2.61630, -1.71077, -1.00588)  -0.1253
C (3.23387, -2.54894, -0.06333)  -0.1990
C (4.19680, -2.00080, 0.79551)  -0.0230
H (4.69301, -2.66317, 1.50207)  0.1092
C (4.55197, -0.65097, 0.73885)  -0.2846
C (5.68911, -0.09965, 1.54268)  -0.0713
H (5.41209, 0.82451, 2.06190)  0.0747
H (6.54560, 0.14681, 0.89970)  0.0784
H (6.04579, -0.80905, 2.29291)  0.0676
C (3.84489, 0.18344, -0.13156)  -0.0041
H (4.06237, 1.25283, -0.16782)  0.1230
C (2.88670, -0.32637, -1.01434)  -0.1829
C (2.23076, 0.60495, -1.98071)  -0.0496
H (2.85887, 0.76058, -2.87697)  0.0946
H (2.06671, 1.58133, -1.51375)  0.0584
H (1.25053, 0.25276, -2.34310)  0.0500
C (2.86733, -3.99465, 0.03426)  -0.0579
H (3.55341, -4.61418, -0.56539)  0.0847
H (1.84596, -4.19449, -0.30911)  0.0576
H (2.94925, -4.33323, 1.07618)  0.0783
N (-1.95732, 4.29876, 0.19414)  0.1621
C (-0.56034, 4.00725, 0.64111)  -0.0687
C (-0.02672, 2.85704, -0.17930)  -0.6037
O (0.55155, 3.09992, -1.23937)  0.0370
O (-0.28227, 1.68279, 0.32884)  -0.1668
H (-1.96239, 5.07108, -0.49172)  0.1422
H (-2.50067, 4.59995, 1.00419)  0.1483
H (-2.43747, 3.49863, -0.32951)  0.1119
H (0.08224, 4.86252, 0.43429)  0.1260
H (-0.58402, 3.76029, 1.70433)  0.1131

Cartesian forces, eV/Å:
-0.8 0.3 -1.2
-0.4 0.7 -0.9
0.3 -0.1 -1.1
-1.1 -0.3 0.0
-0.8 0.7 0.3
0.4 0.5 1.2
-0.5 -0.4 -0.3
-0.2 0.2 0.0
0.2 -0.1 0.4
0.2 -0.1 -0.1
0.9 -0.5 0.3
-0.5 0.4 0.0
0.1 -0.2 0.0
0.1 0.1 0.1
0.0 -0.3 -0.1
-0.3 -1.3 -0.4
0.1 0.6 0.2
0.0 -0.1 0.0
0.0 0.0 -0.1
0.0 0.0 -0.2
0.2 -0.6 -0.2
0.2 0.1 -0.2
-0.2 0.1 -0.2
0.0 0.0 0.2
0.5 0.1 0.2
0.0 -0.2 0.0
0.0 0.2 0.1
0.0 0.0 -0.1
0.6 -0.7 -1.2
0.2 -0.1 -0.1
-0.5 0.8 0.7
0.0 -0.2 0.2
-0.3 -0.6 0.6
-0.3 0.1 0.2
0.7 0.7 0.0
-0.1 0.5 0.1
0.0 -0.3 0.7
-0.9 -1.3 -0.2
0.5 0.8 0.4
0.2 -1.3 0.7
0.5 0.4 0.9
-0.1 -0.2 0.3
0.3 0.5 -0.3
-0.1 0.3 -0.2
-0.8 -0.7 -0.7
-0.2 0.3 0.9
0.1 0.6 -0.2
0.1 0.1 -0.5
0.0 0.1 0.0
-0.4 -0.2 -0.2
0.3 0.2 0.3
0.0 -0.1 -0.1
-0.2 -0.1 0.1
-0.1 0.0 0.0
0.0 -0.5 -0.3
0.0 -0.2 0.0
0.5 -0.2 0.0
-0.2 0.5 -0.7
0.0 -0.1 0.3
0.0 -0.2 -0.2
0.7 0.4 0.3
0.0 -0.6 0.3
-0.2 0.1 0.1
0.3 0.1 0.2
0.0 0.0 -0.2
-0.1 1.3 0.8
0.2 0.2 0.1
0.4 -2.2 -0.7
-0.3 0.3 1.1
1.3 2.9 -0.3
0.0 -0.6 0.3
-0.1 -0.1 -0.3
0.1 -0.6 -1.0
-0.2 0.1 0.2
0.0 0.0 -0.2